{"formula": "C31H35N3O11W", "method": "the ωB97M-V functional and the def2-TZVPD basis", "charge": 2, "multiplicity": 1, "homo_ha": -0.59380, "homo_lumo_gap_ev": 7.16, "e_tot_ha": -2260.63330, "symbols": ["W", "C", "C", "C", "C", "C", "C", "C", "C", "C", "C", "C", "C", "C", "C", "C", "C", "C", "H", "H", "H", "H", "H", "H", "H", "H", "H", "H", "H", "H", "H", "H", "H", "H", "H", "H", "H", "H", "H", "H", "H", "H", "H", "H", "H", "H", "H", "O", "C", "C", "C", "N", "C", "C", "C", "O", "O", "C", "O", "O", "H", "H", "H", "O", "C", "O", "C", "C", "C", "C", "C", "C", "N", "O", "O", "N", "O", "O", "H", "H", "H"], "xyz": [[-0.41, -0.59, -0.83], [0.09, -2.77, -0.50], [1.35, -2.06, -0.43], [1.27, -1.16, 0.69], [-0.04, -1.38, 1.30], [-0.71, -2.44, 0.63], [-1.93, -3.22, 1.11], [-2.97, -2.25, 1.70], [-1.44, -4.19, 2.21], [-2.54, -4.02, -0.04], [2.34, -0.33, 1.43], [3.39, -1.32, 1.96], [3.00, 0.77, 0.57], [1.72, 0.39, 2.65], [2.43, -2.56, -1.41], [3.56, -1.58, -1.73], [1.73, -2.93, -2.74], [3.04, -3.84, -0.81], [-0.07, -3.68, -1.08], [-0.31, -1.06, 2.30], [-2.61, -1.76, 2.60], [-3.88, -2.78, 1.96], [-3.24, -1.49, 0.96], [-1.09, -3.66, 3.09], [-0.64, -4.82, 1.84], [-2.27, -4.83, 2.51], [-2.77, -3.38, -0.89], [-3.47, -4.48, 0.28], [-1.88, -4.83, -0.35], [4.07, -1.64, 1.18], [2.91, -2.19, 2.39], [3.98, -0.84, 2.74], [3.11, 0.48, -0.47], [3.98, 1.00, 0.97], [2.41, 1.68, 0.59], [1.44, -0.31, 3.43], [0.85, 0.99, 2.37], [2.47, 1.06, 3.06], [3.18, -0.66, -2.16], [4.22, -2.04, -2.47], [4.18, -1.36, -0.86], [0.92, -2.23, -3.01], [1.32, -3.94, -2.71], [2.47, -2.92, -3.54], [3.61, -3.62, 0.09], [3.71, -4.28, -1.54], [2.28, -4.57, -0.55], [-3.13, 3.60, -4.54], [-2.51, 2.69, -3.84], [-1.10, 2.61, -3.73], [-0.57, 1.62, -2.94], [-1.35, 0.77, -2.25], [-2.68, 0.76, -2.42], [-3.31, 1.71, -3.18], [-3.20, -0.51, -1.73], [-4.34, -0.79, -1.54], [-2.14, -1.25, -1.40], [0.88, 1.15, -2.75], [1.85, 1.76, -3.05], [0.85, -0.07, -2.21], [-2.56, 4.21, -5.04], [-0.45, 3.28, -4.26], [-4.38, 1.74, -3.32], [-1.67, 0.67, 0.44], [-0.78, 1.58, 0.42], [0.27, 1.26, -0.23], [-0.84, 2.89, 1.06], [0.21, 3.79, 0.82], [0.20, 5.03, 1.43], [-0.83, 5.41, 2.28], [-1.86, 4.51, 2.51], [-1.88, 3.25, 1.92], [-2.98, 4.89, 3.39], [-3.86, 4.07, 3.50], [-2.92, 5.97, 3.90], [1.33, 5.95, 1.16], [1.28, 7.02, 1.70], [2.19, 5.54, 0.43], [1.02, 3.56, 0.14], [-0.84, 6.39, 2.74], [-2.70, 2.57, 2.12]]}


{"formula": "C31H35N3O2SiTa", "method": "the ωB97M-V functional and the def2-TZVPD basis", "charge": 1, "multiplicity": 1, "homo_ha": -0.42708, "homo_lumo_gap_ev": 7.34, "e_tot_ha": -1863.43035, "de_lowest_kcal_mol": 4.4, "symbols": ["Ta", "C", "C", "C", "C", "C", "C", "C", "C", "N", "C", "O", "C", "C", "C", "C", "C", "N", "C", "O", "N", "C", "C", "C", "C", "C", "C", "C", "C", "H", "H", "H", "H", "H", "H", "H", "H", "H", "H", "H", "H", "H", "H", "H", "H", "H", "H", "H", "H", "H", "C", "C", "C", "C", "C", "H", "H", "H", "H", "H", "C", "Si", "C", "C", "H", "H", "H", "H", "H", "H", "H", "H", "H"], "xyz": [[-0.04, 0.02, 0.24], [3.44, 1.60, -1.07], [3.51, 0.13, -1.40], [4.75, -0.49, -1.50], [4.86, -1.79, -1.95], [3.72, -2.48, -2.33], [2.46, -1.90, -2.21], [1.26, -2.71, -2.62], [2.37, -0.61, -1.69], [1.06, 0.01, -1.51], [0.61, 0.55, -2.72], [1.14, 0.43, -3.80], [-0.62, 1.37, -2.54], [-1.27, 2.11, -3.50], [-2.36, 2.87, -3.10], [-2.75, 2.90, -1.77], [-2.04, 2.14, -0.87], [-1.04, 1.37, -1.28], [-2.16, 2.20, 0.61], [-2.95, 2.93, 1.16], [-1.19, 1.41, 1.23], [-0.89, 1.68, 2.61], [0.19, 2.49, 2.93], [1.02, 3.14, 1.85], [0.47, 2.73, 4.27], [-0.33, 2.20, 5.27], [-1.43, 1.42, 4.93], [-1.73, 1.15, 3.60], [-2.89, 0.28, 3.24], [4.33, 1.93, -0.54], [2.56, 1.89, -0.50], [3.39, 2.14, -2.02], [5.64, 0.08, -1.25], [5.84, -2.26, -2.03], [3.81, -3.48, -2.73], [1.53, -3.36, -3.45], [0.40, -2.11, -2.91], [0.97, -3.36, -1.79], [-0.91, 2.11, -4.52], [-2.90, 3.45, -3.84], [-3.57, 3.53, -1.43], [0.39, 3.63, 1.10], [1.66, 2.42, 1.33], [1.67, 3.89, 2.28], [1.31, 3.36, 4.53], [-0.11, 2.40, 6.31], [-2.07, 1.01, 5.71], [-3.38, -0.12, 4.13], [-2.57, -0.56, 2.62], [-3.63, 0.85, 2.67], [1.51, -2.76, 0.79], [0.35, -2.56, 1.53], [0.34, -1.23, 2.10], [1.61, -0.66, 1.65], [2.28, -1.60, 0.87], [1.77, -3.64, 0.23], [-0.46, -3.26, 1.65], [-0.18, -0.92, 2.99], [2.05, 0.27, 2.01], [3.24, -1.44, 0.39], [-2.46, -1.09, -2.47], [-1.99, -1.67, -0.74], [-1.70, -3.51, -0.97], [-3.52, -1.47, 0.32], [-3.19, -1.81, -2.84], [-1.61, -1.10, -3.16], [-2.93, -0.11, -2.50], [-2.70, -3.95, -0.97], [-1.11, -4.03, -0.22], [-1.26, -3.69, -1.95], [-4.33, -1.93, -0.25], [-3.79, -0.43, 0.52], [-3.45, -1.99, 1.27]]}